Below is a structure of composition C34H44BCaN11 in a non-equilibrium geometry, with properties calculated with wB97M-V/def2-TZVPD.

Structure (ORCA input):
```
! wB97M-V def2-TZVPD RIJCOSX def2/J DEFGRID3
* xyz 1 2
H 1.583 2.906 3.633
H 0.369 -5.397 -1.299
N 1.574 1.615 1.957
H 2.923 -1.804 -1.993
C 1.255 -4.902 -4.512
C 0.050 -0.518 -2.517
H 0.683 4.737 1.834
H 4.575 -0.915 3.033
C 0.921 3.701 1.664
C 4.573 -1.869 1.026
H 0.974 -2.712 -0.499
H -2.655 3.107 -1.758
C 4.638 1.542 4.747
H -0.420 0.950 -5.990
C 3.583 -1.766 0.045
C 3.564 -2.375 -1.320
C 0.318 -1.354 -3.586
H 0.514 0.011 5.101
N 2.587 -0.999 0.495
C -3.730 3.131 -1.576
N 0.009 -1.081 2.105
C -0.440 0.761 -2.622
H -5.064 3.969 -0.078
C 5.824 2.437 4.882
H -1.817 -2.643 1.042
H -3.601 4.917 -0.376
H -7.608 1.342 -1.749
H 2.458 -0.816 5.356
C -3.490 0.820 -0.887
C 0.113 -0.475 4.228
H 6.643 2.076 4.258
H 5.581 3.447 4.555
H 0.645 4.600 -0.916
N 1.222 1.727 0.648
C 0.565 -4.873 -2.229
N 3.858 1.590 3.683
H -0.739 1.337 -1.754
H 5.499 -2.415 0.970
C 4.109 -1.113 2.082
C -5.499 1.466 -2.174
N 2.889 0.656 3.867
C -2.167 -2.284 2.008
H -6.592 1.081 -0.326
C 0.646 -2.794 -3.460
C -1.094 -1.526 2.719
H -4.055 -0.947 -1.978
H -5.609 2.138 -3.025
C 0.415 3.537 -0.865
C 0.148 -0.766 -4.851
C -1.064 -1.175 4.071
H -3.272 -1.254 -0.432
N 2.917 -0.592 1.743
H -4.958 -0.716 -0.476
H -4.203 3.629 -2.423
H -1.804 -1.389 4.824
H 1.601 -5.436 -5.387
H 4.624 0.274 6.593
C 4.193 0.540 5.642
C 0.846 2.997 0.458
H 1.335 -3.019 -5.480
H -1.974 0.391 0.183
H 0.923 3.030 -1.683
C -0.290 0.538 -4.998
C 1.378 2.786 2.584
C 0.434 -3.489 -2.263
C -3.997 3.905 -0.287
H 3.214 -3.409 -1.290
C 1.096 -3.531 -4.560
N -4.209 1.750 -1.557
H -3.501 3.409 0.546
C -6.696 1.662 -1.243
H -3.044 -1.654 1.852
H 4.570 -2.388 -1.736
H 6.167 2.468 5.914
C 0.958 -5.588 -3.344
H 1.057 -6.664 -3.294
H -0.666 3.420 -0.974
H -2.480 -3.139 2.605
N 0.114 -2.799 -1.037
Ca 0.584 -0.299 -0.020
H -5.504 0.452 -2.568
C -0.600 1.309 -3.890
H -0.981 2.316 -3.998
N -2.417 1.178 -0.265
H -6.807 2.712 -0.975
C -3.980 -0.607 -0.945
N 0.750 -0.449 3.048
H 0.327 -1.351 -5.741
C 3.091 -0.003 5.040
H -0.502 -3.388 -0.491
B 2.042 0.313 2.656
*
```

HOMO (spin up / spin down) = -0.40608 / -0.40605 hartree
lowest unoccupied orbital energy (spin up / spin down) = -2.25 / -4.04 eV
energy above the lowest of the compared OMol25 structures with the same formula, charge and spin = 233.1 kJ/mol
energy = -2626.73670 a.u.

Atom charges from the Mulliken analysis, given in e for atoms 1 to 6: atom 1 (H): 0.582, atom 2 (H): 0.451, atom 3 (N): 1.397, atom 4 (H): 0.203, atom 5 (C): -0.862, atom 6 (C): 1.048